{
  "formula": "C40H64BF2NO9S",
  "method": "ωB97M-V/def2-TZVPD",
  "gap_ev": 8.273,
  "homo_ha": -0.2811,
  "smiles": "CC[C@@H](F)c1ccc2c(c1O)Sc1c(cc(F)cc1B(O)OC)N2.C1CCOC1.C1CCOC1.C1CCOC1.C1CCOC1.C1CCOC1.C1CCOC1",
  "molar_mass_da": 783.8,
  "spin_multiplicity": 1,
  "symbols": ["C", "C", "C", "F", "C", "C", "C", "C", "C", "C", "O", "S", "C", "C", "C", "C", "F", "C", "C", "B", "O", "O", "C", "N", "H", "H", "H", "H", "H", "H", "H", "H", "H", "H", "H", "H", "H", "H", "H", "H", "C", "C", "C", "O", "C", "H", "H", "H", "H", "H", "H", "H", "H", "C", "C", "C", "O", "C", "H", "H", "H", "H", "H", "H", "H", "H", "C", "C", "C", "O", "C", "H", "H", "H", "H", "H", "H", "H", "H", "C", "C", "C", "O", "C", "H", "H", "H", "H", "H", "H", "H", "H", "C", "C", "C", "O", "C", "H", "H", "H", "H", "H", "H", "H", "H", "C", "C", "C", "O", "C", "H", "H", "H", "H", "H", "H", "H", "H"],
  "xyz": [[0.231, -8.497, -4.686], [0.938, -7.228, -4.214], [0.165, -5.980, -4.550], [-0.955, -5.911, -3.669], [0.845, -4.642, -4.498], [0.364, -3.666, -5.365], [0.841, -2.372, -5.356], [1.832, -2.019, -4.461], [2.363, -2.976, -3.613], [1.873, -4.282, -3.615], [2.526, -5.153, -2.798], [3.687, -2.564, -2.542], [3.121, -0.945, -2.128], [2.514, -0.167, -3.110], [2.109, 1.131, -2.829], [2.277, 1.604, -1.574], [1.850, 2.856, -1.301], [2.837, 0.858, -0.560], [3.275, -0.437, -0.823], [3.915, -1.275, 0.333], [5.114, -1.933, 0.150], [3.260, -1.258, 1.518], [3.970, -1.523, 2.726], [2.306, -0.690, -4.406], [-0.520, -8.281, -5.436], [0.934, -9.205, -5.097], [-0.275, -8.983, -3.865], [1.940, -7.155, -4.611], [1.035, -7.274, -3.140], [-0.257, -6.091, -5.543], [-0.418, -3.928, -6.057], [0.438, -1.636, -6.027], [1.991, -5.461, -2.048], [1.672, 1.746, -3.597], [2.916, 1.284, 0.424], [5.011, -2.866, -0.056], [4.898, -0.972, 2.764], [3.335, -1.202, 3.536], [4.172, -2.579, 2.839], [1.638, -0.100, -4.879], [-0.364, -0.050, 1.731], [-1.218, 0.859, 2.614], [-1.739, -0.126, 3.654], [-0.722, -1.117, 3.809], [0.246, -0.987, 2.764], [0.392, 0.481, 1.153], [-0.994, -0.609, 1.035], [-0.594, 1.620, 3.087], [-2.020, 1.365, 2.076], [-2.660, -0.613, 3.315], [-1.931, 0.336, 4.624], [1.166, -0.567, 3.180], [0.471, -1.975, 2.361], [-1.371, -6.439, 0.600], [-0.411, -6.371, 1.791], [0.941, -6.579, 1.117], [0.814, -6.011, -0.189], [-0.565, -5.729, -0.475], [-2.331, -5.960, 0.780], [-1.552, -7.479, 0.321], [-0.455, -5.384, 2.255], [-0.609, -7.118, 2.558], [1.180, -7.643, 1.023], [1.762, -6.085, 1.637], [-0.721, -4.648, -0.438], [-0.778, -6.075, -1.481], [-3.605, -2.519, -3.404], [-2.420, -1.554, -3.363], [-1.978, -1.671, -1.911], [-2.281, -3.007, -1.509], [-3.118, -3.635, -2.486], [-3.842, -2.878, -4.404], [-4.498, -2.044, -2.992], [-1.626, -1.904, -4.027], [-2.675, -0.532, -3.642], [-2.528, -0.971, -1.271], [-0.909, -1.497, -1.772], [-2.527, -4.366, -3.038], [-3.930, -4.155, -1.977], [4.357, 5.663, -3.524], [3.076, 6.492, -3.627], [2.298, 5.725, -4.691], [2.674, 4.356, -4.549], [3.815, 4.251, -3.692], [4.891, 5.797, -2.585], [5.036, 5.912, -4.343], [2.538, 6.472, -2.678], [3.247, 7.532, -3.901], [2.562, 6.066, -5.698], [1.217, 5.807, -4.572], [3.491, 3.838, -2.735], [4.534, 3.568, -4.145], [-1.540, 5.695, 4.623], [-0.334, 6.350, 3.949], [0.638, 5.181, 3.854], [-0.164, 4.008, 3.703], [-1.532, 4.315, 3.977], [-2.474, 6.229, 4.467], [-1.377, 5.617, 5.698], [-0.603, 6.701, 2.950], [0.075, 7.191, 4.506], [1.236, 5.088, 4.767], [1.316, 5.252, 3.003], [-2.087, 4.315, 3.031], [-1.949, 3.538, 4.620], [-5.624, 7.936, 6.738], [-5.822, 6.500, 7.226], [-4.488, 5.865, 6.854], [-3.513, 6.903, 6.953], [-4.157, 8.171, 7.077], [-6.285, 8.657, 7.216], [-5.779, 7.992, 5.659], [-5.961, 6.485, 8.309], [-6.670, 5.993, 6.768], [-4.504, 5.485, 5.826], [-4.201, 5.048, 7.517], [-4.040, 8.533, 8.104], [-3.669, 8.879, 6.405]],
  "mulliken_charge": [-1.37, -0.02, -0.20, -0.42, 0.12, -0.82, -1.09, 0.56, 0.51, 0.78, -0.74, -0.59, -0.07, 1.00, -0.82, 0.09, -0.44, -1.19, 0.53, 0.40, -0.48, 0.02, -0.87, -0.29, 0.33, 0.37, 0.34, 0.44, 0.00, 0.58, 0.41, 0.40, 0.21, 0.45, 0.48, 0.30, 0.36, 0.26, 0.30, 0.25, 0.23, -0.14, -0.68, -0.49, -0.08, -0.02, -0.16, -0.04, 0.47, 0.29, 0.31, -0.05, 0.32, -0.69, -0.52, -0.59, -0.42, 0.35, 0.39, 0.33, 0.14, 0.40, 0.29, 0.28, 0.02, -0.09, -0.72, 0.14, -0.22, -0.37, 0.12, 0.35, 0.30, -0.33, 0.44, 0.14, 0.14, -0.25, 0.35, -0.57, -0.54, -0.44, -0.39, -0.04, 0.34, 0.28, 0.26, 0.34, 0.26, 0.27, -0.11, 0.32, -0.28, -0.69, -0.52, -0.33, -0.33, 0.21, 0.18, 0.31, 0.34, 0.26, 0.30, 0.27, 0.26, -0.55, -0.54, -0.37, -0.37, -0.40, 0.34, 0.27, 0.27, 0.33, 0.21, 0.29, 0.26, 0.26]
}